188
Properties=species:S:1:pos:R:3:forces:R:3:lowdin_charge:R:1 method="wB97M-V/def2-TZVPD" max_force_ha_per_bohr=0.054 e_above_lowest_ev=3.9946 smiles=COC[C@H](C)N.COC[C@H](C)N.COC[C@H](C)N.COC[C@H](C)N.COCCNCCOC.COCCNCCOC.COCCNCCOC.CC(C)O.CC(C)O.CC(C)O.CC(C)O lumo_ev=0.5
C 2.385143 -7.574278 -0.295002 1.7 -0.4 0.5 -0.13
O 1.186561 -7.201394 -0.908737 0.3 0.4 0.5 -0.16
C 0.578023 -6.092737 -0.287248 -0.3 0.9 0.1 -0.22
C -0.246467 -5.336123 -1.333490 -0.3 -0.1 0.4 -0.43
C -1.055918 -4.237044 -0.689711 -0.8 0.0 0.3 -0.05
N -1.131384 -6.135639 -2.200267 0.8 -0.4 0.3 0.06
H 3.075430 -6.771720 0.007009 -0.5 0.7 -0.4 0.08
H 3.005011 -8.151007 -0.982566 -0.4 -0.2 -0.2 0.09
H 2.333072 -8.134277 0.646041 -0.8 -0.3 -0.1 0.09
H 0.054535 -6.323511 0.650158 -0.4 -0.5 -0.3 0.14
H 1.291343 -5.325102 0.048434 0.5 -0.3 -0.1 0.10
H 0.527895 -4.859019 -1.939959 -0.5 -0.2 -0.3 0.10
H -1.401640 -3.567985 -1.479718 0.2 0.4 0.2 0.07
H -0.568644 -3.734838 0.148245 0.3 0.3 -0.4 0.07
H -1.979820 -4.602405 -0.229651 0.1 -0.4 -0.1 0.07
H -0.555597 -6.914741 -2.518181 -0.1 0.1 -0.3 0.07
H -1.835176 -6.601862 -1.630859 -0.1 0.3 0.1 0.07
C -0.801734 3.140212 6.884131 0.7 1.1 0.1 -0.12
O 0.176678 2.300429 6.326570 -0.1 -0.2 -0.7 -0.18
C -0.239856 0.952697 6.237063 -0.6 0.0 0.2 -0.21
C 0.790186 0.147682 5.460388 0.8 -0.6 -0.2 -0.40
C 0.801348 0.545887 3.996605 -0.2 0.4 -1.4 -0.07
N 0.597021 -1.285473 5.651066 -1.1 -0.3 0.3 0.05
H -0.825562 2.984378 7.966085 -0.5 -0.1 0.0 0.09
H -1.785545 3.148526 6.403157 -0.1 -0.8 0.1 0.08
H -0.457235 4.164650 6.710739 0.2 -0.1 0.2 0.09
H -0.494330 0.570942 7.233284 0.6 -0.3 0.1 0.13
H -1.205643 0.897205 5.708992 0.4 0.2 0.1 0.08
H 1.794057 0.349736 5.846115 -0.1 0.2 0.2 0.14
H -0.172395 0.793004 3.550169 0.4 0.1 0.8 0.04
H 1.083392 -0.231277 3.278754 0.6 -0.1 0.8 0.04
H 1.477606 1.384308 3.812394 -0.1 0.1 0.0 0.08
H 1.241633 -1.866486 5.125907 0.4 0.3 -0.1 0.05
H -0.315295 -1.544343 5.276983 0.0 0.0 0.2 0.07
C -4.092942 -1.516168 -1.239690 -0.5 -0.2 0.4 -0.08
O -4.500974 -2.575163 -0.392704 0.5 0.0 0.0 -0.19
C -5.251467 -3.554627 -1.047088 -1.4 -0.2 -0.8 -0.24
C -4.976065 -4.940121 -0.492810 -0.6 -0.2 0.9 -0.44
C -5.860918 -5.991800 -1.128170 -0.2 0.1 -1.0 -0.07
N -5.196924 -4.948068 0.966303 0.5 0.3 0.1 0.04
H -3.544862 -1.938571 -2.085053 0.2 0.4 -0.1 0.08
H -3.497147 -0.840568 -0.630977 0.3 -0.1 -0.2 0.08
H -4.970841 -0.958101 -1.588834 0.0 0.0 -0.2 0.09
H -6.327519 -3.325122 -0.927465 0.0 -0.1 0.4 0.13
H -5.185889 -3.545165 -2.146475 0.8 0.1 0.1 0.13
H -3.937413 -5.213802 -0.683572 0.1 0.1 0.1 0.11
H -5.757689 -5.899001 -2.215169 -0.1 -0.2 0.0 0.08
H -6.925510 -5.861445 -0.918133 0.1 0.2 0.2 0.08
H -5.613801 -7.020984 -0.874744 0.2 0.1 0.3 0.08
H -6.165401 -4.713911 1.171435 -0.1 -0.2 -0.2 0.07
H -4.688379 -4.144595 1.332715 0.1 -0.2 0.2 0.06
C 1.879049 8.387922 -3.940150 0.8 -0.2 -0.6 -0.12
O 1.722007 7.329985 -3.045857 -0.8 0.3 0.7 -0.20
C 1.822647 6.030634 -3.559888 1.3 -0.3 -0.3 -0.21
C 1.244377 5.037686 -2.552308 -0.5 0.5 -0.8 -0.42
C 1.888335 5.128769 -1.189101 1.0 -1.0 0.6 -0.04
N 1.403752 3.697639 -3.130033 0.2 -0.1 0.6 0.06
H 1.050891 8.468196 -4.652540 -0.1 0.0 0.1 0.09
H 2.806541 8.260150 -4.519863 -0.1 0.0 -0.1 0.09
H 2.016174 9.316894 -3.389602 -0.3 -0.1 0.2 0.09
H 1.417536 5.893007 -4.573963 -0.8 0.3 0.2 0.13
H 2.887877 5.831857 -3.771034 0.1 -0.2 0.5 0.13
H 0.181687 5.292115 -2.451231 0.2 0.0 0.0 0.10
H 1.430002 4.468445 -0.445208 -0.6 0.2 -0.2 0.05
H 1.977821 6.115855 -0.742384 -0.2 0.2 -0.3 0.08
H 2.894846 4.689276 -1.210813 0.2 0.3 -0.4 0.08
H 0.827568 3.565003 -3.952654 -0.1 0.2 0.0 0.07
H 1.078245 3.017557 -2.446840 0.1 -0.2 -0.1 0.03
C 6.961406 -1.685305 0.790948 0.3 -0.5 -0.3 -0.09
O 6.890606 -2.928251 0.119268 -0.1 -1.3 0.5 -0.20
C 7.349513 -3.061649 -1.192770 0.1 1.8 -1.6 -0.23
C 6.160823 -3.032045 -2.175775 0.0 -0.1 1.8 -0.21
N 5.227609 -4.112000 -1.828293 0.8 0.1 -1.7 -0.04
C 4.138526 -4.156213 -2.817343 -0.1 0.3 1.0 -0.20
C 2.810044 -4.118555 -2.076438 0.1 0.8 -0.5 -0.19
O 2.782929 -3.031799 -1.145733 -0.6 -0.2 0.2 -0.19
C 2.696176 -1.744503 -1.712158 1.2 0.4 0.4 -0.09
H 7.978327 -1.370761 1.047343 0.2 -0.1 -0.3 0.09
H 6.468184 -1.904103 1.730365 -0.3 0.5 0.0 0.07
H 6.488138 -0.903901 0.193751 -0.2 0.1 0.3 0.07
H 7.987307 -3.919005 -1.404788 -0.1 -0.3 0.7 0.12
H 7.926820 -2.155571 -1.432180 0.3 -0.2 -0.1 0.12
H 6.439147 -3.052002 -3.226504 0.3 -0.3 0.0 0.12
H 5.711576 -2.047419 -1.971431 -0.3 0.1 -0.3 0.10
H 4.924173 -3.949278 -0.880548 -0.4 0.0 0.0 0.09
H 4.198833 -4.999212 -3.511024 0.0 -0.2 0.3 0.12
H 4.180803 -3.271443 -3.461583 0.0 0.1 0.0 0.10
H 2.639710 -5.007191 -1.472602 0.1 -0.1 -0.2 0.10
H 2.012273 -3.977506 -2.814254 -0.1 -0.2 0.1 0.12
H 2.904599 -1.014181 -0.924839 -0.1 -0.3 0.2 0.07
H 1.737809 -1.462604 -2.149303 -0.1 -0.4 -0.3 0.08
H 3.539543 -1.586216 -2.388778 -0.4 0.0 -0.5 0.08
C -6.605060 -0.219031 6.126759 0.9 0.2 0.9 -0.12
O -5.634428 -0.027257 5.127919 -0.2 -0.3 -0.7 -0.20
C -4.307814 0.063231 5.615539 -0.4 -0.2 -1.0 -0.22
C -3.335934 0.237837 4.432493 -0.3 0.2 1.4 -0.19
N -3.377085 1.649953 4.022603 0.3 -0.4 -1.9 -0.03
C -2.107278 2.090804 3.393335 -0.1 -0.2 1.2 -0.21
C -2.332987 3.379551 2.621265 -0.1 0.3 0.9 -0.21
O -1.322403 3.655196 1.683746 -0.2 -0.3 -0.1 -0.21
C -0.085383 4.110081 2.233320 -1.0 0.8 0.9 -0.08
H -6.248027 -0.886556 6.924098 0.0 -0.5 -0.3 0.08
H -7.498532 -0.636485 5.680001 -0.2 0.2 0.0 0.09
H -6.753676 0.704235 6.698849 -0.5 0.2 -0.4 0.09
H -4.103789 -0.880546 6.136167 0.3 0.3 0.4 0.12
H -4.266328 0.993843 6.190275 0.5 -0.4 0.6 0.12
H -3.575383 -0.454186 3.621347 0.0 0.0 0.0 0.13
H -2.347854 -0.013516 4.829296 -0.2 0.0 -0.3 0.08
H -3.984942 1.598614 3.203789 -0.5 0.5 0.4 0.10
H -1.600289 1.299167 2.826809 -0.6 0.3 -0.6 0.09
H -1.425136 2.270175 4.232723 0.1 0.3 -0.3 0.08
H -2.423896 4.183624 3.363830 0.4 0.1 0.1 0.12
H -3.332932 3.440913 2.185326 0.2 -0.5 -0.8 0.12
H -0.210046 4.338433 3.298062 0.0 -0.1 0.0 0.09
H 0.070818 5.074016 1.746956 0.8 -0.2 -0.1 0.09
H 0.708258 3.369111 2.155330 0.0 0.5 -0.1 0.06
C -1.791866 6.793856 -1.782689 -0.4 0.3 -0.7 -0.10
O -1.908727 5.491799 -2.303222 0.4 -0.3 -0.2 -0.22
C -2.388761 4.521985 -1.395889 -0.4 -0.5 -0.6 -0.19
C -2.030928 3.131087 -1.920726 0.0 -0.1 0.7 -0.19
N -2.788135 2.622894 -3.065737 0.2 0.6 -0.3 -0.04
C -4.217717 2.389508 -2.843552 0.1 0.7 0.7 -0.20
C -4.838941 1.460780 -3.848601 0.5 -0.4 -0.5 -0.23
O -4.550164 1.948466 -5.150245 -0.1 0.3 0.1 -0.20
C -5.347465 1.388970 -6.164690 -0.7 0.5 0.0 -0.11
H -2.779134 7.269667 -1.846814 0.1 0.2 0.5 0.09
H -1.130853 7.348004 -2.452335 0.1 -0.1 0.1 0.08
H -1.357201 6.824564 -0.780186 -0.2 -0.1 0.1 0.09
H -3.485803 4.604229 -1.383814 0.0 0.1 0.7 0.12
H -1.915182 4.636226 -0.417750 -0.3 0.1 0.1 0.11
H -2.128245 2.398396 -1.113324 0.1 0.2 0.1 0.11
H -0.975176 3.162746 -2.197868 -0.2 -0.2 0.0 0.09
H -2.677571 3.392528 -3.725016 -0.3 -0.6 -0.6 0.12
H -4.792512 3.323027 -2.820477 0.0 0.1 -0.3 0.12
H -4.360170 2.009477 -1.826764 0.1 -0.4 -0.1 0.12
H -5.910575 1.376500 -3.641810 -0.2 0.1 -0.2 0.12
H -4.423131 0.448264 -3.797410 0.1 -0.1 0.3 0.11
H -5.237765 1.993254 -7.064847 0.3 -0.1 0.0 0.09
H -6.401310 1.503436 -5.881584 -0.1 -0.3 0.0 0.09
H -5.130694 0.344307 -6.402043 0.1 -0.1 0.2 0.09
C 4.558135 2.648565 1.623655 -0.5 -0.5 -0.5 -0.04
C 5.791228 1.847830 1.145289 -0.4 1.5 2.3 -0.46
C 6.919658 2.779449 0.685476 -1.0 -1.4 -1.0 -0.05
O 6.262553 1.126693 2.298031 0.4 -1.0 -0.5 -0.08
H 3.673922 2.041773 1.421209 -0.1 0.2 0.0 0.05
H 4.443935 3.617034 1.137537 0.0 0.0 -0.1 0.08
H 4.531766 2.788359 2.706529 0.4 0.2 0.0 0.08
H 5.430784 1.106044 0.435880 0.5 0.0 -0.3 0.11
H 6.557170 3.293889 -0.207125 0.3 0.3 0.1 0.08
H 7.725126 2.107418 0.388270 0.4 0.5 0.2 0.08
H 7.175425 3.467634 1.483836 0.2 0.0 0.0 0.08
H 6.026988 1.582811 3.106420 -0.1 0.2 -0.1 0.07
C 1.530389 -2.364912 1.836919 -0.1 1.2 0.0 -0.04
C 2.950536 -2.545821 2.355861 -0.2 -0.2 0.1 -0.45
C 3.813758 -1.297883 2.503260 -1.2 -0.1 -0.4 -0.04
O 2.738588 -3.144222 3.651411 0.6 -0.2 -0.2 -0.06
H 1.092773 -3.310477 1.531979 0.0 0.0 0.0 0.07
H 1.417752 -1.628675 1.034453 0.5 -0.4 -0.3 0.06
H 0.915066 -1.887477 2.607226 0.0 -0.7 0.2 0.06
H 3.472112 -3.215136 1.660789 0.0 -0.3 0.3 0.13
H 3.228706 -0.569639 3.069805 0.4 0.2 0.0 0.07
H 4.009208 -0.927755 1.494718 0.2 0.3 0.1 0.07
H 4.759642 -1.503278 2.998081 0.0 0.0 0.0 0.07
H 3.616913 -3.303490 4.018616 -0.2 -0.1 0.1 0.09
C -1.584680 -0.329573 -5.688806 0.3 0.4 0.0 -0.05
C -1.670864 -0.946231 -4.289754 0.9 0.3 -0.2 -0.46
C -0.690383 -2.112334 -4.141545 0.0 -0.6 0.1 -0.04
O -1.315540 -0.006968 -3.283026 -0.1 0.0 0.1 -0.09
H -1.745098 -1.095698 -6.449113 -0.5 0.2 0.0 0.08
H -0.610790 0.099379 -5.952449 0.3 -0.3 0.6 0.08
H -2.226160 0.551890 -5.767279 -0.6 -0.4 -0.2 0.07
H -2.704924 -1.264176 -4.116613 0.0 -0.2 0.0 0.11
H 0.062991 -2.116929 -4.930934 -0.2 -0.1 -0.2 0.08
H -1.213076 -3.071289 -4.103179 0.1 0.0 -0.4 0.08
H -0.100097 -2.105157 -3.223070 -0.3 0.4 0.2 0.05
H -1.868516 0.795248 -3.322859 -0.1 0.3 -0.2 0.06
C 0.969834 1.749282 0.649406 -0.3 -0.2 -0.5 -0.04
C 0.498313 0.608774 -0.235206 -0.8 0.6 -0.5 -0.44
C -0.738652 -0.143313 0.267097 0.3 0.8 0.6 -0.03
O 0.151967 1.247149 -1.472662 0.7 -1.0 -0.2 -0.10
H 1.900510 2.126813 0.227602 0.2 0.0 0.2 0.08
H 1.074977 1.458251 1.692514 0.3 -0.1 -0.1 0.05
H 0.265166 2.583633 0.615750 -0.1 -0.7 -0.4 0.05
H 1.323060 -0.084048 -0.426468 -0.2 0.1 0.3 0.08
H -1.627069 0.492066 0.212349 0.1 0.2 -0.3 0.07
H -0.622294 -0.295731 1.344261 0.0 -0.8 -0.1 0.06
H -0.927082 -1.041201 -0.317808 0.0 -0.2 0.3 0.07
H -0.092761 0.524792 -2.093107 -0.1 0.7 0.1 0.06

***

25
Properties=species:S:1:pos:R:3:forces:R:3:lowdin_charge:R:1 method="wB97M-V/def2-TZVPD" max_force_ha_per_bohr=0.120 charge=+1 e_above_lowest_ev=3.1103 lumo_ev=-3.4
C 0.376102 1.383533 0.953113 1.5 -0.7 -2.0 -0.20
C 0.819373 2.732007 0.384339 0.3 0.7 1.3 -0.08
C 1.638376 -0.976096 0.928095 1.6 0.9 -2.1 -0.27
N 1.555807 0.438031 1.073164 1.2 -3.2 0.0 0.08
N 0.571358 -1.828737 1.134477 1.0 1.7 0.0 0.18
N 2.767448 -1.647104 0.373489 -2.1 4.7 2.1 0.19
H -0.147417 1.578643 1.857800 -0.6 -0.6 0.7 0.11
H -0.149020 0.972021 0.087565 -0.9 -0.3 0.8 0.09
H 1.536551 2.668910 -0.443027 -0.5 -0.1 -0.1 0.09
H 1.240549 3.464808 1.135849 -0.5 -1.0 -0.6 0.10
H 2.409967 0.939607 0.796911 -0.3 -0.8 0.3 0.14
H 0.115216 -1.532538 1.963252 -1.2 0.0 0.6 0.11
H 0.648972 -2.845471 1.062623 0.4 0.6 0.0 0.14
H 3.693075 -1.213510 0.253742 -1.0 -0.6 -0.1 0.14
H 2.523311 -2.566143 0.199116 0.6 -2.1 -0.5 0.08
H -0.177001 3.079338 0.094152 0.5 0.7 -0.5 0.09
C -2.627147 -0.239603 -2.018050 -1.4 0.1 0.5 -0.33
C -3.284199 0.478598 -0.782970 -1.7 -5.9 -0.4 -0.07
O -1.288612 -0.430638 -1.775526 3.0 -0.5 0.1 -0.11
H -3.170154 -1.185722 -2.316734 0.5 0.7 0.9 0.12
H -2.660967 0.312980 -2.966816 -0.1 0.4 0.5 0.12
H -3.162140 1.452543 -0.644823 0.1 4.6 -0.7 -0.01
H -1.020032 -1.000761 -1.030068 -1.1 0.3 -0.5 0.07
H -2.769734 0.188376 0.214984 -1.2 -0.8 -1.5 0.09
H -4.399600 0.126057 -0.915399 1.9 1.2 1.2 0.12

***

43
Properties=species:S:1:pos:R:3:forces:R:3:lowdin_charge:R:1 method="wB97M-V/def2-TZVPD" max_force_ha_per_bohr=0.013 smiles="CP(O)[C@@H]1C[C@](CCO[Si](C)(C)C)(C(F)(F)C(F)F)C(=O)O1" lumo_ev=0.6
C 2.359700 -4.700329 0.439026 0.5 0.0 -0.2 -0.27
P 0.794547 -4.481329 -0.473571 0.1 0.0 0.4 0.92
O -0.101241 -5.664016 0.285316 -0.1 -0.3 -0.1 -0.34
C 0.120217 -3.084963 0.553766 -0.1 0.2 -0.4 -0.40
C -1.076431 -2.356190 -0.106686 0.0 0.3 0.0 -0.08
C -0.623469 -0.869445 -0.260463 -0.5 -0.4 0.3 -0.24
C -1.758566 0.085025 0.168678 0.0 0.3 -0.2 -0.07
C -1.632570 1.610676 0.002720 -0.2 -0.1 0.4 -0.23
O -0.954190 2.235382 1.079182 0.1 -0.2 -0.5 -0.20
Si 0.222306 3.384441 0.821424 0.2 0.4 0.2 0.40
C -0.232326 4.490971 -0.626662 0.1 -0.3 -0.1 -0.16
C 1.924303 2.673368 0.546520 0.0 -0.3 0.2 -0.16
C 0.278839 4.386187 2.392288 0.0 0.0 0.0 -0.16
C -0.163518 -0.662325 -1.707584 0.2 0.3 0.1 -0.39
F 0.510864 0.514849 -1.845229 -0.1 -0.1 0.1 0.12
F 0.713241 -1.634021 -2.064223 -0.1 -0.1 0.0 0.11
C -1.343047 -0.681925 -2.729880 0.1 0.0 -0.1 -0.28
F -1.727656 0.591353 -2.999509 0.0 -0.2 0.1 0.09
F -0.941936 -1.256506 -3.887056 0.0 0.2 0.1 0.10
C 0.542349 -0.885422 0.735420 0.3 0.1 0.1 -0.39
O 0.821241 -0.081957 1.567147 0.1 0.0 -0.4 0.19
O 1.172609 -2.098088 0.644006 -0.4 0.1 0.4 -0.03
H 2.218285 -5.182158 1.409223 -0.1 0.1 0.0 0.05
H 2.837677 -3.733408 0.598469 0.0 0.0 -0.1 0.04
H 3.029624 -5.310715 -0.173196 0.0 0.0 0.1 0.03
H 0.335301 -6.515703 0.152963 -0.3 0.0 0.0 0.05
H -0.165527 -3.387080 1.566969 0.3 -0.2 -0.1 0.14
H -1.953884 -2.374372 0.540907 0.0 -0.2 -0.1 0.13
H -1.326859 -2.830989 -1.057161 -0.1 0.1 0.0 0.11
H -2.655969 -0.194190 -0.396822 0.1 -0.1 0.1 0.12
H -1.987830 -0.115966 1.218279 0.1 0.0 0.0 0.14
H -1.207705 1.868481 -0.965899 0.1 0.0 0.0 0.09
H -2.660499 1.994792 0.000960 0.1 0.0 0.0 0.13
H 0.175269 5.491922 -0.457426 -0.1 0.0 0.0 0.03
H 0.219254 4.109491 -1.548299 -0.1 0.1 0.0 0.03
H -1.312349 4.563094 -0.769436 0.0 0.1 0.0 0.03
H 1.956210 1.880666 -0.201031 0.0 0.1 -0.1 0.02
H 2.260760 2.228864 1.489065 0.0 0.0 -0.1 0.03
H 2.638937 3.451277 0.267291 -0.1 0.0 0.0 0.04
H 1.023233 5.183565 2.298674 -0.1 0.0 0.0 0.03
H 0.569543 3.752395 3.234199 -0.1 0.1 0.0 0.03
H -0.692189 4.837945 2.613668 0.1 0.0 0.0 0.03
H -2.206551 -1.233647 -2.356028 0.0 0.0 0.0 0.16

***

HOMO energy for the records above, in order: -8.57, -12.96, -9.14 eV
Molecular weight for the records above, in order: 996.5, 134.2, 364.3 u
Orbital gap for the records above, in order: 9.095, 9.531, 9.709 eV